1.
ORCA calculation (the ωB97M-V functional and the def2-TZVPD basis) on a molecular structure, C3H6N2O2.

```
13
Properties=species:S:1:pos:R:3:forces:R:3:lowdin_charge:R:1
C 0.814491 0.620519 -0.245697 -0.530 2.442 -0.734 -0.275
C -0.791780 0.617744 -0.340524 1.089 -2.622 0.938 -0.011
C 0.542592 -0.899606 -0.307150 4.158 -5.526 0.672 -0.483
H 1.291244 2.227276 1.128320 0.299 -3.009 -0.492 0.120
H 1.225811 0.481751 1.684333 1.070 2.403 -0.933 0.113
H 1.266999 1.259727 -1.123329 -1.045 -2.135 0.975 0.168
H -1.396296 0.687760 0.581177 0.462 0.177 -0.562 0.124
H -1.085409 1.111352 -1.191402 -1.323 1.518 -1.499 0.062
H -2.276909 -2.413130 -0.511851 3.542 2.218 3.002 0.198
N 1.554082 1.181049 0.912387 -2.074 -1.165 1.616 -0.006
N -0.703060 -0.945769 -0.822642 -3.732 1.431 2.549 0.033
O -1.508363 -1.944559 0.198258 -1.971 0.249 -5.335 -0.119
O 1.066598 -1.984114 0.038118 0.055 4.019 -0.195 0.074
```
Positions in Å, forces in eV/Å.

Output
largest force on an atom	6.95	eV Å⁻¹
net charge	0
LUMO energy	-0.1	eV
DFT total energy	-10278.3075	eV
multiplicity	1


2.
ORCA calculation (the ωB97M-V functional and the def2-TZVPD basis) on a molecular structure, C30H15Br4Cl3F12NO4SSiTaTe.

```
73
Properties=species:S:1:pos:R:3:forces:R:3:lowdin_charge:R:1
Ta 0.063451 0.031740 -1.129915 -0.453 -0.184 0.201 1.645
C -1.013140 6.026472 3.078180 0.005 -0.001 -0.001 -0.065
C -0.674860 4.689718 2.475699 0.003 -0.001 0.009 -0.281
C -0.079708 3.677754 3.217789 0.008 -0.008 -0.005 -0.049
C 0.261538 2.475219 2.640267 -0.003 0.001 0.014 -0.017
C 0.049158 2.182652 1.273730 -0.013 -0.022 0.005 -0.184
N 0.439753 0.939742 0.757897 0.148 -0.009 -0.110 -0.099
C 1.220696 0.142155 1.641383 0.035 0.038 0.000 -0.324
C 2.472540 0.601006 2.047670 0.002 0.004 0.021 -0.060
C 3.270752 -0.140906 2.892401 -0.005 0.004 0.002 -0.042
C 2.844841 -1.378259 3.361832 -0.005 0.003 0.005 -0.267
C 3.717320 -2.228541 4.246741 -0.001 0.004 -0.001 -0.057
C 1.611813 -1.848090 2.936682 -0.008 0.009 0.011 0.021
C 0.802260 -1.119649 2.069922 -0.007 -0.039 0.000 -0.083
C -0.456482 -1.699818 1.427274 -0.020 0.002 -0.029 -0.281
O -0.482296 -1.440362 0.075361 0.170 0.104 0.014 -0.264
C -1.743506 -1.119157 2.101825 0.039 0.018 0.047 -0.532
F -1.708200 -1.295212 3.442564 0.020 -0.060 -0.022 0.139
F -1.881314 0.188299 1.899519 -0.028 -0.046 -0.029 0.171
F -2.859187 -1.705384 1.651159 0.000 -0.062 0.027 0.165
C -0.534578 -3.258708 1.541182 -0.011 0.007 -0.060 -0.545
F -0.814504 -3.685455 2.797621 -0.034 0.080 0.035 0.133
F 0.611312 -3.832992 1.189409 0.030 0.021 0.025 0.147
F -1.486822 -3.755208 0.748916 -0.009 0.029 -0.004 0.170
C -0.640814 3.179812 0.551066 0.008 0.011 -0.016 -0.057
C -0.958055 4.395982 1.156062 -0.007 0.012 0.009 0.005
C -1.144933 2.949124 -0.865595 0.051 -0.002 -0.024 -0.309
O -0.640309 1.821808 -1.430615 -0.041 -0.152 -0.001 -0.329
C -0.751656 4.117513 -1.827975 -0.024 -0.027 0.032 -0.551
F -0.883462 3.752957 -3.101071 0.018 0.003 -0.036 0.148
F -1.517186 5.225054 -1.664777 -0.005 0.017 -0.002 0.126
F 0.512816 4.489177 -1.628903 0.037 -0.002 -0.007 0.149
C -2.698120 2.786201 -0.839450 0.001 0.017 -0.011 -0.543
F -3.186243 2.558366 -2.063383 -0.001 -0.002 -0.004 0.165
F -3.347150 3.868712 -0.354732 -0.010 0.002 -0.006 0.136
F -3.028481 1.760379 -0.057047 0.000 -0.006 0.003 0.161
H -0.121719 6.647130 3.204606 0.001 0.001 -0.001 0.072
H -1.474154 5.913110 4.062095 0.002 0.000 0.000 0.069
H -1.708929 6.575448 2.442546 0.001 0.000 0.000 0.070
H 0.114230 3.822263 4.276367 0.002 -0.001 0.001 0.107
H 0.694537 1.718384 3.274853 0.001 0.004 0.005 0.107
H 2.809249 1.558384 1.669472 -0.001 -0.001 -0.008 0.129
H 4.248582 0.234980 3.173671 0.001 -0.002 0.000 0.108
H 4.566850 -1.657939 4.624138 -0.001 0.000 0.002 0.067
H 4.108723 -3.085788 3.693903 0.003 0.001 0.002 0.079
H 3.160610 -2.615245 5.102852 -0.002 -0.002 -0.002 0.073
H 1.296086 -2.823799 3.278310 -0.009 -0.014 -0.004 0.118
H -1.471358 5.144354 0.568797 0.004 -0.003 0.000 0.113
Br -2.581612 -3.371392 -6.744602 -0.006 0.002 -0.002 0.664
C -2.427083 -2.418803 -5.117354 0.024 0.000 0.008 -0.754
C -3.553463 -2.104673 -4.366437 0.001 0.014 0.029 -0.752
Br -5.275283 -2.627995 -4.952888 -0.003 -0.001 -0.007 0.663
C -3.429283 -1.399459 -3.162131 0.003 -0.050 -0.007 -0.636
Br -4.899721 -0.909239 -2.089849 -0.008 -0.001 0.002 0.760
C -2.172409 -1.024848 -2.712153 0.015 0.074 -0.056 -0.383
O -1.914886 -0.335437 -1.632861 0.029 -0.060 0.017 -0.202
C -1.033645 -1.356442 -3.470709 -0.020 0.094 -0.082 -0.400
O 0.104756 -0.943806 -2.932258 0.052 0.162 0.017 -0.377
C -1.155106 -2.033509 -4.667770 0.009 -0.051 -0.001 -0.642
Br 0.434938 -2.380194 -5.613485 -0.020 -0.006 0.007 0.759
Te 2.706147 -1.318219 -1.178561 0.038 -0.007 0.071 0.850
C 2.260585 -3.375499 -1.155835 0.069 0.000 -0.218 -1.010
C 1.277231 -4.039795 -1.832949 -0.047 0.012 0.048 -0.253
C 1.302565 -5.448910 -1.630838 -0.095 0.011 0.132 -0.213
C 2.308843 -5.844967 -0.803301 0.143 -0.032 -0.232 -0.462
S 3.266978 -4.500744 -0.330258 -0.176 0.041 0.276 0.874
H 0.552208 -3.526693 -2.449914 -0.002 -0.013 0.010 0.081
H 0.588052 -6.132058 -2.070658 -0.013 0.006 0.016 0.093
H 2.551352 -6.845960 -0.482726 0.027 -0.005 -0.035 0.044
Cl 2.052470 1.589146 -2.083994 0.060 0.057 -0.084 -0.017
Si 1.603058 1.614744 -4.448158 0.011 -0.057 0.012 -0.234
Cl 2.566547 3.551877 -4.720204 0.002 0.056 0.012 -0.065
Cl 3.296805 0.399491 -4.980404 0.012 0.005 -0.022 -0.039
```
Positions in Å, forces in eV/Å.

Output
largest force on an atom	0.53	eV Å⁻¹
net charge	-2
LUMO energy	3.8	eV
DFT total energy	-418951.7383	eV
multiplicity	1


3.
ORCA calculation (the ωB97M-V functional and the def2-TZVPD basis) on a molecular structure, C5H4OYb.

```
11
Properties=species:S:1:pos:R:3:forces:R:3:lowdin_charge:R:1
C 0.883478 1.300519 -0.931626 3.449 1.941 1.736 -0.093
H 0.864287 1.265193 -2.024809 0.182 0.574 0.301 0.143
H 2.721430 0.864142 0.373674 -1.101 0.093 1.327 0.118
H 1.571264 2.066865 -0.166411 -3.708 0.318 -2.801 0.225
C 1.870092 0.445305 -0.169333 1.098 -3.458 -2.295 -0.014
C 0.194594 0.282654 -0.244636 -0.666 0.571 1.834 -0.093
C -0.893799 -0.269741 0.240107 1.518 0.281 -0.347 0.088
C -1.946219 -0.828442 0.648914 0.877 0.412 -0.341 -0.199
O -2.965511 -1.341271 1.005307 -2.112 -1.786 1.143 -0.084
Yb -4.573774 -3.326485 1.906239 0.924 1.171 -0.596 1.800
H 2.274159 -0.458739 -0.637425 -0.461 -0.117 0.038 0.109
```
Positions in Å, forces in eV/Å.

Output
largest force on an atom	4.66	eV Å⁻¹
net charge	+2
LUMO energy (spin up / spin down)	-10.2 / -10.4	eV
DFT total energy	-38800.7537	eV
multiplicity	3


Question: What is the multiplicity in the first record?
Answer: 1


Question: multiplicity of number 2 (C30H15Br4Cl3F12NO4SSiTaTe)?
Answer: 1


Question: Which formula does entry 1 have?
Answer: C3H6N2O2